Entry 1:
77
Properties=species:S:1:pos:R:3:forces:R:3 method="wB97M-V/def2-TZVPD" spin_multiplicity=5 total_charge=+2 homo_ev="-13.21 / -13.78" orbital_gap_ev="7.95 / 5.90" s_squared=6.07
C -0.322 3.383 -1.539 0.1 0.0 0.0
N -2.949 -3.529 -0.164 -0.1 -0.1 -0.2
Pt 0.429 -0.710 0.302 0.1 -0.4 0.3
H -3.563 0.975 0.566 0.0 0.0 0.0
H -3.514 -4.030 -2.184 0.0 0.0 0.0
C -2.209 2.111 -0.609 -0.1 0.0 0.0
C 2.962 -0.851 2.926 0.0 -0.2 0.0
H -3.887 3.272 0.011 0.1 0.0 0.0
H 4.095 -3.528 3.378 0.0 0.0 0.0
H 1.696 2.660 -1.879 0.0 -0.1 0.0
C 2.300 -0.576 -3.635 -0.3 0.1 0.1
H 1.559 4.340 -1.457 0.0 0.0 0.0
C -1.496 -2.434 3.939 -0.1 -0.1 -0.1
C 3.355 -3.400 2.602 0.0 0.3 0.1
H 2.720 -0.913 3.990 0.0 0.0 0.0
H -0.018 -0.803 3.924 0.0 0.0 -0.1
C 1.420 -0.238 -2.547 0.1 0.1 -0.1
H 2.192 -0.261 -4.662 0.0 0.0 0.1
C 0.371 0.708 -2.493 0.0 -0.1 0.2
N 1.871 -0.818 -1.357 -0.5 0.4 -0.6
C 2.960 -1.463 -1.663 0.3 -0.2 -0.3
H 2.383 -0.054 2.478 0.0 0.0 0.0
C -0.512 1.666 2.101 0.1 -0.1 -0.2
H -1.681 -2.739 4.955 0.0 0.0 -0.1
H 3.521 -2.012 -0.917 0.0 0.0 -0.1
H 4.128 -1.779 -3.589 0.0 0.0 0.1
H 3.097 -5.382 1.704 0.0 0.1 0.0
H -2.800 -3.770 2.931 0.0 0.0 0.0
C -2.316 4.517 -0.759 0.0 0.1 0.0
C -3.716 0.283 -1.473 0.0 0.0 0.0
N -1.328 -2.125 -0.619 0.2 -0.2 -0.3
H -4.225 -0.649 -1.217 0.0 0.0 0.0
H -0.579 5.502 -1.527 0.0 -0.1 0.0
C -0.933 2.153 -1.202 0.1 -0.3 0.0
H -2.857 5.440 -0.594 0.0 0.0 0.0
C 1.526 3.420 1.663 0.0 0.0 0.0
C 2.708 -2.153 2.262 0.0 0.0 0.0
H -3.073 0.093 -2.336 0.0 0.0 0.0
H -2.168 0.059 0.004 0.0 0.1 0.0
C 1.591 2.100 1.266 -0.1 -0.1 0.0
C -2.860 -3.467 -1.539 0.0 0.0 0.2
H 0.117 1.286 -3.378 0.1 0.0 0.0
H 0.281 4.908 2.609 0.0 0.0 0.0
C -2.891 3.302 -0.417 0.0 0.0 0.1
C 1.159 -4.262 -0.215 0.1 0.0 0.1
C -2.006 -2.708 0.344 0.0 0.1 0.4
H 1.852 -4.792 -0.874 0.0 0.0 0.0
H -4.471 1.008 -1.780 0.0 0.0 0.0
H 0.463 -5.019 0.158 0.0 0.0 0.0
C 3.276 -1.338 -3.093 0.1 -0.2 0.4
H -1.313 0.958 2.252 0.0 0.0 0.0
N 1.834 -2.330 1.237 0.2 -0.1 0.3
C 1.907 -3.645 0.910 0.0 0.0 -0.2
C 1.180 3.966 -3.527 -0.1 0.0 0.0
C -1.701 -2.407 1.744 -0.1 -0.2 -0.3
C 1.095 3.552 -2.054 0.0 0.0 0.0
N 0.589 1.233 1.483 0.4 0.2 -0.1
H 2.459 1.713 0.748 0.0 0.0 0.0
H -3.618 -4.084 0.345 0.0 0.0 0.0
C -2.901 0.811 -0.288 0.0 0.1 0.0
H 4.025 -0.600 2.873 0.0 0.0 0.0
N -0.829 -1.469 2.043 -0.1 0.2 0.0
C -0.647 2.980 2.509 -0.2 0.1 0.1
C 2.852 -4.331 1.762 -0.2 -0.1 -0.2
H 0.668 3.260 -4.185 0.0 0.0 0.0
N -0.222 0.932 -1.354 -0.2 0.4 -0.1
H 2.358 4.085 1.471 0.0 0.0 0.0
C 0.380 3.877 2.294 0.1 0.1 0.0
N -2.138 -3.014 2.865 0.0 -0.1 0.2
C -0.679 -1.484 3.412 0.0 0.2 -0.1
H 0.610 -3.526 -0.792 0.0 0.0 0.0
C -1.042 4.548 -1.297 0.0 0.0 0.0
H 2.218 4.043 -3.851 0.0 0.0 0.0
H -1.487 -2.267 -2.764 0.0 0.0 0.1
C -1.854 -2.591 -1.803 0.2 0.1 0.1
H 0.711 4.938 -3.681 0.0 0.0 0.0
Cl -2.119 3.470 3.253 0.0 0.0 0.0

Entry 2:
11
Properties=species:S:1:pos:R:3:forces:R:3 method="wB97M-V/def2-TZVPD" spin_multiplicity=1 homo_ev=-8.42 orbital_gap_ev=8.46 smiles="C=P(C)=S.Cl"
H 0.539 -1.276 0.294 -1.2 -0.3 -0.7
H -0.816 -1.675 -1.084 2.0 1.3 1.3
H -1.805 2.447 0.924 2.2 -1.5 -0.2
Cl 3.765 -0.316 0.216 -1.2 -1.4 -2.1
P -1.403 0.175 0.207 0.8 2.2 0.3
C -0.921 1.715 0.683 -2.0 -0.6 0.2
H 3.206 -1.030 -0.845 1.2 1.4 2.1
S -3.189 -0.468 0.268 -0.4 -0.4 -0.3
C -0.123 -0.883 -0.533 -0.4 -1.9 0.0
H 0.646 -0.473 -1.198 -0.8 0.5 -0.2
H 0.099 1.783 1.068 -0.3 0.6 -0.5

Entry 3:
60
Properties=species:S:1:pos:R:3:forces:R:3 method="wB97M-V/def2-TZVPD" spin_multiplicity=1 homo_ev="-6.58 / -6.58" orbital_gap_ev="4.60 / 4.60"
N -0.978 -2.817 -1.892 0.7 0.0 0.1
C -3.855 -0.838 -1.288 0.2 0.1 0.2
N -1.732 -1.090 -0.423 0.2 0.2 -0.1
H -5.814 -2.831 -3.906 0.0 0.0 0.0
F -0.025 1.015 -1.195 0.1 0.1 -0.1
H 2.733 -5.346 -4.570 0.0 0.0 0.0
H 5.646 0.106 0.320 0.0 0.0 0.0
C -2.189 1.455 1.094 0.0 0.0 -0.2
N -0.808 1.487 1.060 -0.2 -0.2 0.0
C 3.832 -3.894 -3.434 0.0 0.0 0.0
C -1.572 3.893 3.706 0.0 0.0 0.0
C 2.757 0.383 0.283 -0.2 0.3 0.4
C 3.797 -2.871 -2.499 0.0 0.0 0.0
C -5.147 -0.443 -1.582 -0.1 0.0 -0.1
C 1.402 -3.199 -2.364 0.0 0.0 0.0
H 4.779 -4.190 -3.867 0.0 0.0 0.0
H -5.593 0.411 -1.090 0.0 0.0 0.0
C 3.835 1.073 0.974 -0.1 -0.1 -0.1
H -4.777 2.313 2.083 0.0 0.0 0.0
C 4.037 2.836 2.630 0.1 0.0 0.0
H -3.467 -3.494 -3.380 0.0 0.0 0.0
C -1.480 2.965 2.668 0.1 0.0 0.0
C 5.404 2.641 2.600 0.0 0.0 0.0
C -2.844 -0.295 -0.364 -0.2 -0.3 -0.3
H 6.044 3.244 3.232 0.0 0.0 0.0
H -6.854 -0.916 -2.783 0.0 0.0 0.0
Co -0.198 -1.098 0.695 0.2 0.0 0.3
C -2.620 2.402 2.093 0.0 0.0 0.0
N -3.057 0.767 0.358 0.2 0.2 0.4
C -3.940 -2.659 -2.882 -0.1 0.0 -0.1
C 5.211 0.867 0.953 0.0 0.0 0.0
C -3.987 3.678 3.550 0.0 0.0 0.0
C 2.665 -4.554 -3.835 0.0 0.0 0.0
C 1.833 1.960 1.588 0.4 0.1 0.1
H 0.520 -4.705 -3.623 0.0 0.0 0.0
C 2.563 -2.542 -1.963 0.0 0.0 0.0
C -3.265 -1.923 -1.927 0.3 0.0 0.1
H -4.960 3.981 3.915 0.0 0.0 0.0
C -1.899 -2.016 -1.393 -0.5 0.2 0.0
N 2.994 -0.662 -0.479 -0.1 -0.3 -0.2
F 0.872 -1.178 2.165 -0.3 0.0 -0.5
C 0.305 -2.578 -1.626 -0.4 -0.2 -0.3
H 3.579 3.575 3.272 0.0 0.0 0.0
B 0.163 0.730 0.135 -0.1 0.0 0.2
C 2.154 -1.532 -0.985 0.0 0.2 0.1
N 1.579 1.005 0.639 0.3 -0.3 -0.3
C 5.984 1.668 1.769 0.0 0.0 0.0
C -5.245 -2.277 -3.170 0.1 -0.1 0.0
H -0.682 4.317 4.150 0.0 0.0 0.0
C 1.429 -4.210 -3.311 0.0 0.0 0.0
H 7.059 1.545 1.777 0.0 0.0 0.0
H 4.693 -2.349 -2.193 0.0 0.0 0.0
C -2.834 4.241 4.133 0.0 0.0 0.0
N 0.922 2.646 2.235 -0.2 -0.1 0.0
C -5.838 -1.187 -2.531 0.0 0.1 0.1
N 0.804 -1.648 -0.783 0.1 0.0 0.4
C -0.350 2.380 2.002 0.0 0.2 0.1
C -3.898 2.754 2.533 0.0 0.0 0.0
C 3.263 2.039 1.794 -0.2 0.1 0.1
H -2.948 4.959 4.935 0.0 0.0 0.0

Entry 4:
14
Properties=species:S:1:pos:R:3:forces:R:3 method="wB97M-V/def2-TZVPD" spin_multiplicity=1 homo_ev=-7.65 orbital_gap_ev=7.76
H 1.837 0.844 0.542 -0.2 -0.1 0.0
N -0.406 3.228 -1.001 0.1 -1.0 0.3
H 0.749 0.391 1.997 -0.1 0.0 -0.1
H -2.073 -0.483 -0.281 0.1 0.0 -0.1
H -0.467 -2.579 -0.584 0.0 0.2 0.0
C -0.261 0.791 -0.193 0.0 0.0 -0.3
C -0.339 2.120 -0.644 0.0 0.8 -0.2
H 0.042 0.733 1.358 0.1 -0.1 0.3
C 0.906 0.278 0.525 0.1 0.1 -0.1
H 1.627 -1.859 0.782 -0.1 0.1 -0.1
C -1.068 -0.379 -0.721 0.0 0.0 0.0
C 0.872 -1.203 0.366 -0.1 0.0 -0.1
H -1.210 -0.330 -1.810 0.0 0.0 0.2
C -0.208 -1.553 -0.336 0.1 0.0 0.1

| no. | electronic energy (a.u.) |
| --- | --- |
| 1 | -2257.4077 |
| 2 | -1279.4778 |
| 3 | -3274.6532 |
| 4 | -287.3834 |